Record 1
Below is a structure of composition C29H44ClN7O2Pr, with properties calculated with ωB97M-V with the def2-TZVPD basis set.

Computed properties:
- HOMO level (alpha / beta): -14.83 / -14.83 eV
- Net charge: +3
- Kohn-Sham gap (alpha / beta): 7.30 / 7.33 eV
- 2S+1: 3
- Electronic energy: -2641.6414 a.u.
- ⟨S²⟩: 2.0048
- Energy relative to the best compared isomer or geometry (same formula, charge and spin): 0.8 kcal per mole

Positions of all 84 atoms, in Å:
Pr 1.492 0.164 0.727
C 2.805 -0.575 3.843
C 4.031 0.154 3.321
N 3.895 0.500 1.885
C 4.273 1.887 1.550
C 3.322 2.891 2.175
N 1.894 2.526 1.957
C 1.099 2.572 3.206
C 1.437 1.430 4.149
N 1.551 0.122 3.448
H 2.875 -0.659 4.931
H 2.765 -1.586 3.446
H 4.907 -0.477 3.478
H 4.220 1.062 3.891
H 4.528 -0.103 1.374
H 4.250 1.974 0.457
H 5.297 2.125 1.855
H 3.527 3.879 1.762
H 3.502 2.976 3.247
H 1.495 3.230 1.342
H 0.051 2.510 2.925
H 1.221 3.528 3.723
H 0.679 1.386 4.934
H 2.374 1.631 4.666
H 0.788 -0.474 3.755
O -3.705 4.480 -2.511
C -3.506 4.548 -1.123
C -2.542 3.465 -0.733
C -2.400 3.064 0.595
C -1.460 2.105 0.896
N -0.661 1.515 -0.008
C -0.842 1.855 -1.296
C -1.754 2.833 -1.681
C -0.018 1.163 -2.318
C -0.478 1.067 -3.618
C 0.316 0.487 -4.604
C -0.203 0.409 -6.020
O -0.760 1.641 -6.419
C 1.567 0.039 -4.221
C 1.943 0.135 -2.891
N 1.177 0.662 -1.929
H -4.284 5.195 -2.797
H -4.438 4.418 -0.561
H -3.072 5.509 -0.818
H -3.006 3.492 1.383
H -1.366 1.756 1.917
H -1.849 3.123 -2.716
H -1.449 1.457 -3.889
H -1.013 -0.324 -6.051
H 0.578 0.055 -6.697
H -0.090 2.181 -6.850
H 2.256 -0.390 -4.936
H 2.920 -0.210 -2.594
Cl 3.734 -1.307 -0.572
C 2.649 -2.639 -1.066
C 2.931 -3.276 -2.260
C 2.103 -4.315 -2.648
C 1.041 -4.683 -1.829
C 0.810 -4.030 -0.632
C 1.617 -2.968 -0.194
C 1.399 -2.273 1.099
H 3.782 -2.977 -2.857
H 2.299 -4.844 -3.570
H 0.410 -5.514 -2.115
H 0.014 -4.372 0.019
H 2.297 -2.397 1.718
H 0.573 -2.732 1.649
N -4.908 -3.066 0.441
C -4.946 -1.558 0.408
C -3.532 -1.031 0.187
N -2.569 -1.513 1.168
C -2.568 -2.969 1.232
C -3.943 -3.577 1.484
H -4.630 -3.420 -0.478
H -5.843 -3.438 0.617
H -5.350 -1.249 1.372
H -5.637 -1.262 -0.380
H -3.560 0.059 0.192
H -3.183 -1.329 -0.808
H -2.780 -1.126 2.082
H -1.896 -3.308 2.020
H -2.161 -3.351 0.290
H -4.355 -3.275 2.447
H -3.940 -4.664 1.424

Löwdin atomic charge list, values in e, 8 entries: 1.171 -0.170 -0.147 -0.150 -0.175 -0.154 -0.124 -0.177

Record 2
Below is a cluster of 2 separate species, C29H45Br2F12N4O4S in total, with properties calculated with ωB97M-V with the def2-TZVPD basis set.

Computed properties:
- HOMO level: -11.13 eV
- Net charge: +1
- Kohn-Sham gap: 6.98 eV
- Electronic energy: -8396.3180 a.u.

Positions of all 97 atoms, in Å:
C 2.777 -4.216 2.229
C 2.511 -5.060 0.969
C 1.563 -4.333 0.004
C 0.115 -4.348 0.530
C -0.620 -3.056 0.128
C -0.396 -1.969 1.162
N -1.024 -0.700 0.806
C -2.066 -0.192 1.324
C -2.333 1.182 0.756
C -3.137 2.161 1.650
C -4.130 1.563 2.672
C -3.634 1.476 4.132
F -2.370 1.921 4.268
Br -4.747 2.691 5.201
C -3.744 0.035 4.769
F -4.147 0.077 6.039
F -4.639 -0.696 4.089
Br -2.029 -0.893 4.837
C -0.863 1.549 0.380
C -0.774 2.754 -0.583
C 0.529 2.852 -1.380
O 0.250 2.774 -2.763
C 1.380 2.991 -3.575
C 2.408 1.841 -3.555
F 1.857 0.704 -3.040
F 2.743 1.565 -4.846
C 3.729 2.127 -2.817
F 3.536 1.979 -1.474
F 4.091 3.410 -3.038
C 4.944 1.227 -3.204
F 5.911 1.533 -2.297
F 5.410 1.554 -4.420
C 4.668 -0.291 -3.062
F 5.797 -0.939 -2.724
F 4.175 -0.784 -4.216
S 0.136 1.992 1.807
O 0.094 0.955 2.780
O -0.172 3.296 2.265
F 1.583 2.022 1.256
C -0.461 0.190 -0.228
C -0.911 -0.057 -1.685
C -2.202 -0.879 -1.911
C -2.061 -2.019 -2.915
C -1.426 -1.621 -4.260
N -0.725 -2.747 -4.918
C -1.608 -3.799 -5.322
N -1.762 -4.897 -4.726
N -2.316 -3.552 -6.538
H 3.832 -4.077 2.422
H 2.294 -4.674 3.083
H 2.337 -3.228 2.120
H 3.429 -5.261 0.433
H 2.026 -5.985 1.257
H 1.888 -3.296 -0.091
H 1.588 -4.763 -0.992
H -0.424 -5.160 0.057
H 0.105 -4.437 1.610
H -0.175 -2.711 -0.800
H -1.688 -3.196 -0.014
H -0.701 -2.250 2.163
H 0.671 -1.763 1.209
H -2.623 -0.697 2.090
H -2.846 1.075 -0.195
H -2.480 2.893 2.101
H -3.766 2.710 0.960
H -4.961 2.247 2.684
H -4.528 0.624 2.305
H -1.604 2.663 -1.274
H -0.933 3.679 -0.043
H 1.216 2.059 -1.097
H 1.036 3.788 -1.145
H 1.839 3.949 -3.341
H 1.021 3.049 -4.594
H 3.946 -0.449 -2.259
H 0.616 0.052 -0.239
H -0.100 -0.580 -2.170
H -1.013 0.875 -2.215
H -2.955 -0.209 -2.318
H -2.629 -1.277 -0.995
H -1.527 -2.875 -2.517
H -3.066 -2.370 -3.130
H -0.692 -0.830 -4.163
H -2.193 -1.323 -4.963
H -0.057 -3.160 -4.277
H -1.187 -4.917 -3.885
H -3.059 -2.889 -6.330
H -1.671 -3.023 -7.121
C 1.978 5.423 6.631
C 1.230 4.112 6.640
O 1.068 3.481 7.657
C 0.692 3.621 5.316
H 2.309 5.659 7.639
H 2.848 5.354 5.976
H 1.328 6.223 6.272
H 1.507 3.474 4.607
H -0.015 4.345 4.909
H 0.178 2.674 5.468

Löwdin atomic charge list, values in e, 8 entries: -0.088 -0.235 -0.217 -0.170 -0.168 -0.093 -0.005 0.056

Record 3
Below is a structure of composition C29H45Cl3GeLaN2O6, with properties calculated with ωB97M-V with the def2-TZVPD basis set.

Computed properties:
- HOMO level (alpha / beta): -7.35 / -7.34 eV
- Kohn-Sham gap (alpha / beta): 7.58 / 5.46 eV
- 2S+1: 2
- Electronic energy: -5182.2525 a.u.
- ⟨S²⟩: 0.7836
- Energy relative to the best compared isomer or geometry (same formula, charge and spin): 22.1 kcal per mole

Positions of all 87 atoms, in Å:
La 0.605 0.387 0.412
C -3.747 -0.853 2.085
C -2.251 -1.132 1.951
C -1.663 -1.415 3.330
C -2.025 -2.327 1.026
O -1.557 -0.010 1.392
Ge -2.448 1.438 0.369
O -0.915 2.587 0.674
C -1.038 4.001 0.462
C -0.172 4.423 -0.733
C -2.486 4.400 0.154
C -0.615 4.720 1.741
O -1.557 0.835 -1.188
C -2.163 0.724 -2.478
C -3.382 1.641 -2.610
C -1.125 1.142 -3.515
C -2.613 -0.720 -2.690
H -4.238 -1.705 2.559
H -3.916 0.033 2.702
H -4.211 -0.687 1.109
H -2.183 -2.259 3.789
H -0.600 -1.651 3.257
H -1.771 -0.540 3.972
H -2.435 -3.237 1.467
H -2.505 -2.157 0.058
H -0.954 -2.476 0.853
H -0.253 3.674 -1.524
H -0.514 5.383 -1.126
H 0.876 4.530 -0.463
H -2.823 3.953 -0.785
H -3.162 4.087 0.953
H -2.550 5.485 0.056
H 0.400 4.447 2.030
H -0.650 5.803 1.596
H -1.291 4.455 2.559
H -3.101 2.683 -2.452
H -3.798 1.547 -3.615
H -4.159 1.372 -1.891
H -0.938 2.216 -3.443
H -0.185 0.629 -3.335
H -1.472 0.912 -4.525
H -2.969 -0.874 -3.711
H -3.425 -0.959 -1.996
H -1.783 -1.394 -2.488
Cl 3.663 -5.864 -3.366
C 3.253 -4.780 -2.066
C 3.989 -3.619 -1.877
C 3.637 -2.743 -0.868
C 2.542 -2.992 -0.015
C 2.179 -2.109 1.055
C 1.829 -4.189 -0.238
C 2.181 -5.076 -1.236
H 4.826 -3.401 -2.527
H 4.215 -1.835 -0.736
H 2.984 -1.505 1.458
H 1.516 -2.538 1.806
H 0.986 -4.421 0.406
H 1.630 -5.998 -1.375
C 1.445 1.036 5.682
C 2.198 0.019 5.111
C 2.073 -0.271 3.753
C 1.194 0.452 2.962
C 0.436 1.467 3.536
C 0.563 1.761 4.890
H 1.545 1.262 6.737
H 2.888 -0.557 5.719
H 2.678 -1.074 3.347
H -0.274 2.042 2.946
H -0.033 2.560 5.319
C -0.296 -3.724 -2.920
N 0.580 -2.680 -3.418
C 0.959 -1.605 -2.684
N 1.878 -0.786 -3.242
O 0.483 -1.403 -1.551
H -1.241 -3.737 -3.467
H -0.497 -3.534 -1.869
H 0.185 -4.698 -3.016
H 1.055 -2.847 -4.286
H 2.187 -0.913 -4.188
H 2.017 0.115 -2.803
Cl 2.263 2.867 1.235
C 3.493 2.336 0.074
Cl 4.022 0.719 0.608
C 2.886 2.131 -1.340
O 3.496 2.594 -2.279
O 1.823 1.404 -1.339
H 4.327 3.021 0.075

Löwdin atomic charge list, values in e, 8 entries: 1.974 -0.076 -0.693 -0.026 -0.024 -0.522 1.031 -0.461

Record 4
Below is a structure of composition C29H45FP2Pd, with properties calculated with ωB97M-V with the def2-TZVPD basis set.

Computed properties:
- HOMO level (alpha / beta): -12.81 / -13.76 eV
- Net charge: +2
- Kohn-Sham gap (alpha / beta): 8.03 / 5.15 eV
- 2S+1: 5
- Electronic energy: -2041.6854 a.u.
- ⟨S²⟩: 6.0166
- Energy relative to the best compared isomer or geometry (same formula, charge and spin): 48.6 kcal per mole

Positions of all 78 atoms, in Å:
Pd -0.328 0.477 0.641
C -0.307 2.192 2.545
C -1.294 2.279 1.458
C -2.263 1.229 3.293
C -0.918 1.538 3.636
C -2.519 1.673 1.990
C 1.013 2.863 2.582
H 1.359 3.142 1.579
H 1.773 2.205 3.031
H 0.976 3.781 3.194
C -0.296 1.236 4.945
H 0.774 1.470 4.932
H -0.408 0.173 5.196
H -0.764 1.819 5.751
C -3.226 0.569 4.209
H -3.527 1.243 5.026
H -2.780 -0.325 4.668
H -4.132 0.262 3.674
C -3.839 1.664 1.321
H -4.505 2.439 1.738
H -4.348 0.697 1.463
H -3.747 1.846 0.242
C -1.313 3.366 0.445
H -1.813 4.255 0.858
H -1.860 3.055 -0.452
H -0.302 3.658 0.152
C 2.807 -1.357 -2.801
C 3.092 -0.037 -2.855
C 2.904 0.810 -4.083
C 1.670 0.475 -4.956
C 0.427 0.095 -4.210
C 0.001 -1.180 -4.028
C 0.861 -2.400 -4.149
C 2.393 -2.201 -3.969
H 3.807 0.732 -4.719
H 1.943 -0.280 -5.708
H 2.855 1.872 -3.803
H 2.840 -1.855 -4.913
H 3.009 -1.927 -1.889
H 3.765 0.401 -2.105
H 2.817 -3.208 -3.802
H 0.518 -3.156 -3.422
H -1.063 -1.418 -3.921
H 0.695 -2.863 -5.141
H 1.433 1.384 -5.541
H -0.232 0.939 -3.990
P 1.725 0.135 -0.270
C 3.138 -0.686 0.455
C 1.989 1.766 -1.022
P -1.198 -0.775 -1.083
C 0.647 -0.976 -1.294
C -1.985 0.384 -2.229
C -1.960 -2.398 -1.127
H 2.818 -1.599 0.969
H 3.573 -0.002 1.198
H 3.903 -0.932 -0.290
H 1.822 1.758 -2.104
H 3.019 2.084 -0.816
H 1.299 2.496 -0.580
H -1.805 -2.865 -2.110
H -3.037 -2.264 -0.945
H -1.543 -3.034 -0.338
H 0.944 -2.033 -1.264
H 0.872 -0.532 -2.255
H -2.968 0.630 -1.794
H -2.147 -0.039 -3.225
H -1.409 1.315 -2.313
F -0.646 -4.206 4.795
C -0.568 -3.199 3.861
C -1.692 -2.925 3.095
C -1.607 -1.876 2.163
C -0.417 -1.195 2.014
C 0.678 -1.453 2.808
C 0.625 -2.502 3.742
H -2.609 -3.503 3.208
H -2.478 -1.602 1.571
H 1.579 -0.849 2.714
H 1.492 -2.758 4.351

Löwdin atomic charge list, values in e, 8 entries: 0.629 -0.189 -0.306 -0.172 -0.171 -0.167 0.000 0.068

Record 5
Below is a structure of composition C29H45Ge2N6OPtS, with properties calculated with ωB97M-V with the def2-TZVPD basis set.

Computed properties:
- HOMO level: -10.79 eV
- Net charge: +1
- Kohn-Sham gap: 7.63 eV
- Electronic energy: -6206.9931 a.u.
- Energy relative to the best compared isomer or geometry (same formula, charge and spin): 0.0 kcal per mole

Positions of all 85 atoms, in Å:
Pt -0.608 -0.436 -0.009
C -3.592 1.722 -3.425
C -2.564 0.721 -2.887
Ge -2.036 1.267 -1.087
C -3.614 1.328 0.086
C -4.045 2.770 0.366
C -1.006 2.915 -1.134
C 0.323 2.825 -1.113
Ge 1.056 1.001 -1.148
C 2.646 0.645 -0.043
C 3.941 1.052 -0.754
C 1.373 0.419 -2.988
C 1.928 1.566 -3.837
C 1.223 3.999 -1.203
C 1.060 4.942 -2.216
C 1.898 6.044 -2.292
C 2.904 6.221 -1.353
C 3.071 5.290 -0.337
C 2.241 4.182 -0.268
H -3.898 1.460 -4.438
H -3.189 2.737 -3.461
H -4.494 1.743 -2.809
H -1.680 0.693 -3.526
H -2.975 -0.288 -2.851
H -3.410 0.801 1.019
H -4.405 0.773 -0.423
H -3.267 3.320 0.900
H -4.952 2.800 0.972
H -4.253 3.314 -0.557
H -1.479 3.894 -1.196
H 2.672 -0.432 0.153
H 2.545 1.135 0.927
H 4.061 0.520 -1.699
H 4.810 0.821 -0.136
H 3.965 2.121 -0.970
H 0.449 0.036 -3.423
H 2.073 -0.420 -2.962
H 1.206 2.380 -3.925
H 2.161 1.213 -4.842
H 2.842 1.987 -3.415
H 0.282 4.799 -2.956
H 1.767 6.765 -3.089
H 3.557 7.082 -1.413
H 3.850 5.427 0.402
H 2.369 3.462 0.532
C -3.430 -1.025 3.596
N -2.126 -0.687 3.030
C -1.610 0.526 2.957
S -0.388 0.970 1.812
N -1.977 1.493 3.803
C -2.437 1.299 5.179
H -3.807 -1.891 3.057
H -4.126 -0.201 3.449
H -3.377 -1.272 4.655
H -1.666 -1.405 2.473
H -1.620 2.406 3.567
H -3.521 1.248 5.250
H -2.090 2.144 5.767
H -1.998 0.392 5.592
O -0.722 -2.340 1.239
C 0.071 -3.321 1.191
C -0.372 -4.671 1.663
C 0.381 -5.141 2.919
C 1.766 -5.716 2.639
C 2.762 -4.735 2.027
C 2.338 -4.209 0.661
N 1.301 -3.171 0.732
H -0.229 -5.389 0.849
H -1.440 -4.596 1.856
H -0.226 -5.912 3.394
H 0.451 -4.316 3.636
H 1.659 -6.573 1.966
H 2.179 -6.105 3.571
H 3.720 -5.242 1.900
H 2.939 -3.892 2.702
H 1.979 -5.020 0.025
H 3.181 -3.748 0.149
H 1.560 -2.226 0.480
N -0.748 -1.661 -1.604
C -0.136 -2.507 -2.132
C 0.575 -3.490 -2.753
C 0.528 -4.785 -2.174
N 0.442 -5.801 -1.636
C 1.375 -3.174 -3.884
N 2.037 -2.873 -4.777

Löwdin atomic charge list, values in e, 8 entries: 0.651 -0.160 -0.360 0.801 -0.349 -0.163 -0.218 -0.379